ORCA calculation (the ωB97M-V functional and the def2-TZVPD basis) on 2 unconnected molecules or ions with the total composition C21H27ClN4O9P.

Summary:
energy = -68406.248 eV
lowest unoccupied orbital energy = 1.439 eV
ΔE to the lowest compared entry with this formula, charge and spin = 0.0 kJ/mol
HOMO-LUMO gap = 3.79 eV
charge = -1

CARTESIAN COORDINATES (ANGSTROEM)
C (-2.18, -3.16, -2.91)
C (-2.07, -2.13, -2.31)
C (-1.54, -0.88, -1.65)
N (-0.72, -1.15, -0.51)
C (-0.92, -1.14, 0.84)
N (-2.02, -0.90, 1.56)
C (-3.39, -0.63, 1.13)
C (-3.84, 0.85, 1.21)
C (-2.97, 1.93, 0.51)
C (-1.81, 2.53, 1.39)
C (-0.39, 2.15, 0.86)
C (0.42, 3.42, 0.42)
O (1.82, 3.24, 0.72)
C (2.48, 2.64, -0.30)
O (2.82, 1.50, -0.25)
C (2.85, 3.43, -1.55)
C (3.82, 3.00, -2.36)
P (-1.60, -1.04, 3.29)
O (-2.96, -0.78, 4.19)
Cl (-0.36, 0.58, 3.84)
N (0.13, -1.43, 1.57)
C (1.12, -1.67, 0.67)
C (2.38, -1.99, 1.18)
C (2.59, -2.24, 2.54)
N (0.62, -1.53, -0.60)
C (1.58, -1.74, -1.67)
C (1.06, -2.00, -3.10)
O (0.89, -3.13, -3.44)
O (0.76, -1.02, -4.04)
C (1.49, 0.17, -3.89)
C (0.78, 1.42, -3.39)
O (2.65, 0.15, -4.13)
H (-2.42, -3.88, -3.67)
H (-0.93, -0.32, -2.37)
H (-2.41, -0.25, -1.46)
H (-3.68, -1.13, 0.19)
H (-4.03, -1.15, 1.86)
H (-3.98, 1.18, 2.26)
H (-4.85, 0.89, 0.77)
H (-3.64, 2.78, 0.28)
H (-2.52, 1.65, -0.46)
H (-1.87, 3.63, 1.29)
H (-1.96, 2.31, 2.46)
H (0.25, 1.64, 1.59)
H (-0.43, 1.50, -0.03)
H (0.04, 4.31, 0.95)
H (0.33, 3.55, -0.68)
H (2.33, 4.36, -1.83)
H (4.01, 1.94, -2.54)
H (4.48, 3.71, -2.88)
H (-3.19, -1.56, 4.70)
H (3.24, -2.04, 0.49)
H (3.51, -1.83, 2.97)
H (1.92, -2.90, 3.19)
H (2.31, -0.90, -1.65)
H (2.18, -2.63, -1.42)
H (1.31, 2.31, -3.74)
H (0.77, 1.40, -2.29)
H (-0.26, 1.45, -3.77)
C (1.46, -4.59, 4.01)
O (0.61, -3.71, 4.33)
O (1.41, -5.81, 4.37)
O (2.50, -4.34, 3.24)

ORCA calculation (the ωB97M-V functional and the def2-TZVPD basis) on a molecular structure, C21H27CoN4O2Si.

Summary:
energy = -77779.695 eV
<S²> = 1.0223
lowest unoccupied orbital energy (spin up / spin down) = 3.075 / 3.074 eV
ΔE to the lowest compared entry with this formula, charge and spin = 68.5 kJ/mol
multiplicity = 2
HOMO-LUMO gap (spin up / spin down) = 6.94 / 6.96 eV
charge = -1

CARTESIAN COORDINATES (ANGSTROEM)
Co (-0.53, -0.34, -0.35)
C (-0.60, 3.24, 2.06)
C (-0.11, 1.95, 1.44)
O (-1.00, 1.23, 0.89)
C (1.23, 1.62, 1.59)
C (1.76, 0.32, 1.34)
C (3.06, -0.06, 2.00)
N (1.09, -0.56, 0.65)
N (1.50, -1.90, 0.79)
C (0.49, -2.65, 0.52)
O (-0.68, -2.22, 0.15)
C (0.66, -4.13, 0.66)
C (-0.39, -4.98, 0.34)
C (-0.26, -6.36, 0.47)
C (0.94, -6.90, 0.93)
C (1.99, -6.06, 1.26)
C (1.85, -4.68, 1.13)
H (-1.34, 3.70, 1.40)
H (0.21, 3.94, 2.24)
H (-1.10, 3.02, 3.01)
H (1.88, 2.33, 2.09)
H (3.63, 0.84, 2.22)
H (3.63, -0.74, 1.37)
H (2.86, -0.59, 2.94)
H (-1.32, -4.54, -0.01)
H (-1.08, -7.01, 0.21)
H (1.05, -7.98, 1.03)
H (2.92, -6.47, 1.62)
H (2.66, -4.01, 1.38)
C (-3.56, -2.24, -1.21)
C (-3.21, -0.98, -1.95)
C (-4.10, -0.39, -2.82)
C (-3.73, 0.81, -3.45)
C (-2.49, 1.36, -3.24)
C (-1.58, 0.69, -2.37)
N (-1.99, -0.47, -1.75)
N (-0.34, 1.05, -2.02)
Si (0.43, 2.51, -2.46)
C (2.18, 2.47, -1.86)
C (0.53, 2.73, -4.33)
C (-0.45, 4.02, -1.77)
H (-4.08, -2.94, -1.87)
H (-4.21, -2.02, -0.37)
H (-2.66, -2.70, -0.82)
H (-5.07, -0.84, -2.99)
H (-4.43, 1.31, -4.10)
H (-2.20, 2.29, -3.71)
H (2.76, 1.73, -2.43)
H (2.24, 2.19, -0.80)
H (2.66, 3.45, -1.99)
H (0.87, 1.81, -4.80)
H (1.25, 3.52, -4.57)
H (-0.42, 3.01, -4.78)
H (-1.02, 3.74, -0.88)
H (-1.16, 4.44, -2.49)
H (0.26, 4.81, -1.49)

ORCA calculation (the ωB97M-V functional and the def2-TZVPD basis) on a molecular structure, C21H27F3N3O6S3V.

Summary:
energy = -105316.641 eV
<S²> = 2.0216
lowest unoccupied orbital energy (spin up / spin down) = 0.227 / -0.112 eV
ΔE to the lowest compared entry with this formula, charge and spin = 123.6 kJ/mol
multiplicity = 3
HOMO-LUMO gap (spin up / spin down) = 8.49 / 8.17 eV

CARTESIAN COORDINATES (ANGSTROEM)
V (0.37, 0.33, -0.22)
F (2.49, -4.30, -0.92)
C (3.16, -3.59, -1.82)
F (4.37, -4.17, -1.96)
F (2.52, -3.73, -3.00)
C (3.29, -2.14, -1.43)
C (4.52, -1.55, -1.31)
C (4.64, -0.22, -0.93)
C (3.49, 0.47, -0.67)
N (2.28, -0.08, -0.80)
C (2.14, -1.36, -1.17)
S (0.46, -1.86, -1.26)
H (5.41, -2.14, -1.51)
H (5.60, 0.26, -0.81)
H (3.51, 1.50, -0.31)
N (-3.54, -0.58, 0.70)
N (-3.45, 0.81, 0.89)
C (-2.30, 1.55, 0.79)
O (-2.23, 2.70, 1.13)
O (-1.30, 0.88, 0.17)
H (-3.63, -0.75, -0.30)
H (-2.67, -1.01, 1.02)
H (-4.13, 1.20, 1.53)
C (1.00, 1.51, 3.75)
O (0.60, 1.35, 2.40)
C (1.25, 0.40, 1.65)
O (2.16, -0.23, 2.15)
H (0.16, 1.96, 4.27)
H (1.87, 2.17, 3.81)
H (1.26, 0.55, 4.19)
O (-0.68, -1.49, 1.73)
S (-0.22, -2.83, 2.26)
C (-1.12, -4.08, 1.30)
C (-2.09, -4.80, 2.23)
C (-2.53, -3.76, 3.26)
C (-1.22, -3.13, 3.73)
H (-0.39, -4.72, 0.81)
H (-1.63, -3.48, 0.53)
H (-1.58, -5.62, 2.73)
H (-2.93, -5.22, 1.68)
H (-3.09, -4.20, 4.08)
H (-3.15, -3.00, 2.79)
H (-0.65, -3.80, 4.38)
H (-1.32, -2.16, 4.21)
C (-4.48, 4.19, -3.70)
C (-3.18, 3.78, -3.06)
C (-2.50, 4.64, -2.21)
C (-1.29, 4.28, -1.63)
C (-0.76, 3.04, -1.92)
C (-1.43, 2.14, -2.74)
C (-2.63, 2.52, -3.31)
S (0.79, 2.61, -1.17)
C (1.75, 2.60, -2.66)
O (1.25, 3.72, -0.31)
H (-4.88, 5.09, -3.24)
H (-5.23, 3.40, -3.62)
H (-4.33, 4.39, -4.77)
H (-2.93, 5.61, -1.98)
H (-0.76, 4.93, -0.94)
H (-1.04, 1.14, -2.93)
H (-3.17, 1.82, -3.95)
H (1.62, 3.59, -3.09)
H (1.37, 1.83, -3.34)
H (2.79, 2.41, -2.41)

Number 1: maximum force 3.9 eV/A. Number 2: maximum force 0.9 eV/A. Number 3: maximum force 1.7 eV/A.